# 1
Computed, not measured: 10 unconnected molecules or ions with the total composition C13H40F6N14O12PS in a non-equilibrium geometry, with wB97M-V/def2-TZVPD.

The geometry in XYZ format:
```
87
Properties=species:S:1:pos:R:3:forces:R:3
P -0.5762 1.3621 -0.8694 2.64 -0.23 -0.17
F 0.9832 0.9346 -0.5734 -0.68 0.40 -0.04
F -0.2772 2.9345 -0.5386 1.65 0.01 -0.58
F -0.1425 1.4084 -2.4788 -0.33 1.10 0.76
F -1.9956 1.8895 -1.1579 -2.81 -0.19 -0.84
F -1.0063 -0.1316 -1.1387 -0.21 -1.06 0.27
F -0.8503 1.1852 0.7057 -0.78 -0.47 0.60
C 2.2379 2.5061 2.7575 0.63 -3.24 2.33
O 3.0014 2.5415 3.7237 -1.02 0.39 0.64
N 1.1589 1.6906 2.5975 -1.83 -1.39 1.88
N 2.5333 2.9781 1.6106 1.59 3.06 -4.71
H 0.5467 1.6267 1.7967 0.50 0.47 0.00
H 0.8335 1.0829 3.3357 0.34 0.80 0.11
H 2.0782 2.5764 0.8033 0.29 0.37 -0.12
H 3.4238 3.4374 1.4830 -0.27 -0.11 0.01
C -3.8743 4.9312 -0.5014 -0.67 -1.24 1.12
O -4.5730 5.7761 0.0103 0.04 1.73 0.02
N -2.5390 4.8347 -0.4848 2.44 1.16 -0.06
N -4.4304 3.8014 -0.9432 -1.52 -1.96 -1.16
H -1.9786 5.6747 -0.4627 -0.26 -0.14 0.21
H -2.0337 3.9904 -0.7122 -0.35 0.19 -0.13
H -3.9405 3.0605 -1.4238 -0.03 0.31 0.20
H -5.4205 3.6851 -0.7808 0.29 0.06 -0.07
C 0.1589 -2.4260 -4.5626 0.60 -1.32 -2.97
O 0.2493 -2.6611 -5.7871 -0.38 0.63 1.26
N 0.1091 -1.2527 -3.9803 -0.14 2.96 -0.35
N 0.1458 -3.3637 -3.6452 0.20 -3.51 1.95
H 0.0071 -1.2113 -2.9764 -0.32 0.64 -0.41
H -0.1770 -0.5207 -4.6147 0.19 0.40 0.71
H 0.3166 -3.1626 -2.6703 -0.15 -0.17 -0.06
H 0.2543 -4.3372 -3.8912 0.00 0.37 -0.24
C 2.7900 3.4046 -2.8125 1.52 1.49 -3.00
O 3.7391 4.0353 -3.2350 1.85 0.90 0.42
N 2.7429 2.1192 -2.6982 0.94 -4.51 1.09
N 1.5912 3.8989 -2.7917 -3.46 2.05 0.99
H 1.8420 1.6957 -2.5277 0.64 -0.54 -0.14
H 3.5535 1.5846 -2.9760 -0.27 0.06 0.29
H 1.4617 4.8483 -3.1109 -0.32 -0.41 0.37
H 0.8831 3.2290 -2.5273 -0.64 1.19 -0.28
C -4.0083 2.8856 3.0559 -0.86 -0.91 1.59
O -5.0635 2.5310 3.5921 0.19 1.14 -0.30
N -3.3103 4.0071 3.2625 -0.03 2.30 0.89
N -3.3078 2.0355 2.3343 0.58 -1.82 -1.58
H -2.4547 4.1786 2.7539 -0.41 0.16 0.10
H -3.7785 4.7806 3.7126 0.23 -0.14 -0.21
H -2.4645 2.3187 1.8562 -0.34 -0.50 -0.16
H -3.8313 1.1976 2.1243 0.52 0.10 -0.27
C -1.1707 -0.9144 3.8541 -0.86 1.54 -0.36
O -2.2317 -0.8522 3.3271 -5.08 -0.81 -0.93
N -0.8913 -0.5789 5.0514 -0.54 0.98 6.24
N -0.1441 -1.0249 3.1429 5.71 -1.82 -4.47
H 0.0241 -0.6795 5.4663 -0.46 0.03 0.00
H -1.6992 -0.3584 5.6160 0.44 0.04 0.34
H 0.7682 -0.7696 3.4930 -0.06 -0.43 -0.71
H -0.3698 -1.1825 2.1711 0.84 0.18 -0.08
C -4.5993 -1.5794 0.8129 -0.95 -0.20 0.00
O -5.5293 -1.7135 0.0386 -0.39 -0.25 -0.62
N -4.3597 -2.3278 1.8577 -1.67 -4.45 2.84
N -3.6960 -0.6563 0.8064 2.60 4.64 -2.36
H -3.6016 -2.3121 2.5248 -0.05 0.62 -0.44
H -5.0825 -3.0213 1.9873 0.29 -0.08 0.32
H -3.7255 -0.0219 0.0211 0.17 0.07 0.19
H -3.1121 -0.4077 1.5922 0.07 -0.59 -0.09
C 4.9588 -2.9203 -2.0210 0.30 0.31 0.39
C 3.7310 -2.6294 -2.7816 0.37 2.02 -2.60
O 3.1625 -1.3241 -2.3196 0.64 -0.29 0.91
S 4.1998 -0.6235 -1.2032 0.31 2.18 0.08
O 3.5166 -0.0405 -0.0147 1.72 -2.49 -3.46
O 5.2075 0.2808 -1.8667 -2.92 -3.33 1.51
O 4.7893 -2.1010 -0.8700 1.21 0.43 1.85
H 5.8644 -2.6672 -2.5723 0.07 0.23 0.28
H 4.9441 -4.0007 -1.8773 0.42 0.20 1.22
H 3.1287 -3.5315 -2.8886 -1.16 0.97 0.49
H 4.1594 -2.3566 -3.7461 -0.94 -0.29 -0.59
C 1.0125 -3.5715 1.3812 0.04 -0.10 -0.26
C 1.6055 -4.8812 0.9985 2.01 -1.66 -0.09
C 1.4061 -5.0911 -0.5076 -1.25 1.27 1.20
O 0.9605 -3.8027 -0.8935 -0.98 0.55 -2.51
C 1.2242 -2.8090 0.0496 -0.17 -0.35 1.71
H 1.4775 -3.0965 2.2450 0.07 -0.15 -0.09
H 0.0190 -3.9209 1.6622 -0.74 1.47 -0.33
H 1.1145 -5.7371 1.4616 0.66 0.05 0.65
H 2.6768 -4.7782 1.1708 0.17 -0.80 0.38
H 0.5437 -5.7447 -0.6381 0.25 -0.31 -0.47
H 2.2737 -5.4192 -1.0800 0.09 -0.03 0.08
H 0.5823 -1.9284 0.0266 -0.21 -0.18 -0.87
H 2.2545 -2.4967 -0.1210 0.15 0.29 0.71
```
Positions in Å, forces in eV/Å.

Summary:
Charge = -1
Strongest force on any atom = 7.48 eV/A
HOMO = -7.210 eV
Calculated total energy = -96001.040 eV
Gap between HOMO and LUMO = 8.8 eV



# 2
Computed, not measured: 17 unconnected molecules or ions with the total composition C13H40F6NO16 in a non-equilibrium geometry, with wB97M-V/def2-TZVPD.

The geometry in XYZ format:
```
76
Properties=species:S:1:pos:R:3:forces:R:3
F -2.7476 4.9594 1.9690 1.40 -1.13 -0.01
N -1.6418 4.1997 1.6742 4.00 -2.36 -2.28
C -1.0431 4.4502 0.2786 2.20 -2.56 0.66
C 0.2580 3.6012 -0.2470 -1.41 -1.34 4.44
C 0.9068 2.4780 0.7555 -3.79 2.77 0.99
C 0.1986 2.2617 2.2421 -1.01 2.97 -2.37
C 0.8790 1.0724 3.1827 -0.67 -0.98 -1.18
F 2.3607 1.2821 3.0735 -4.23 -0.62 0.81
F 0.3760 1.0499 4.5756 1.82 0.65 -3.84
C 0.3895 -0.3615 2.4772 -1.02 -2.80 -0.98
C -1.1409 -0.8614 2.9264 1.90 -2.39 -2.77
C -1.8011 -2.2284 2.2891 4.93 2.25 -0.89
C -0.8633 -3.0760 1.2129 0.90 2.50 1.19
C 0.6694 -2.5902 0.7536 -1.96 2.23 2.18
C 1.5522 -3.4598 -0.3686 0.10 -0.14 1.04
F 0.7898 -3.6509 -1.6558 2.66 0.31 3.88
F 1.8765 -4.7925 0.2353 -0.85 4.64 -2.87
F 2.8058 -2.7237 -0.7775 -4.00 -2.72 1.30
C 1.3174 -1.1916 1.3984 -3.74 -1.17 0.96
C -1.0980 3.1732 2.6620 2.26 -0.65 -2.39
H -1.5095 5.2348 -0.4872 0.77 -1.68 2.22
H 0.7510 3.7244 -1.3202 -1.49 0.03 2.55
H 1.8390 1.8646 0.4028 -2.02 1.17 0.90
H -1.7503 -0.2190 3.7001 1.42 -1.47 -1.73
H -2.8856 -2.5268 2.6158 2.48 0.46 -0.94
H -1.3634 -4.0593 0.7584 1.47 2.36 0.99
H 2.3937 -0.8099 1.0692 -2.55 -0.91 0.85
H -1.6022 3.0152 3.7179 0.93 0.74 -2.55
O 3.5570 -3.9934 -3.5225 0.19 0.25 0.39
H 2.9729 -3.6206 -2.8450 0.33 -0.28 -0.23
H 4.3674 -3.4673 -3.4479 -0.20 -0.20 -0.14
O 1.7476 -6.1233 -4.9587 0.14 0.20 -0.06
H 2.3700 -5.5050 -4.5470 -0.14 -0.14 -0.23
H 2.1821 -6.3756 -5.7873 -0.14 0.03 0.33
O -3.8118 -1.9112 0.0369 -0.42 -0.20 -0.24
H -3.6020 -1.1448 -0.5177 0.17 -0.32 0.09
H -3.6326 -2.6713 -0.5368 0.18 0.29 0.05
O -1.7038 6.9096 -2.1905 -0.37 0.13 0.20
H -2.4508 7.2651 -1.6860 0.22 0.07 -0.16
H -1.4075 7.6587 -2.7291 0.02 -0.25 0.10
O -1.4716 -4.8516 -2.8130 0.32 0.34 0.03
H -0.8493 -4.2333 -2.4014 -0.40 -0.50 -0.33
H -1.0371 -5.1039 -3.6416 -0.14 -0.05 0.17
O 0.8474 3.5267 6.4637 -0.22 -0.35 -0.13
H 0.5345 2.6711 6.1334 0.10 0.34 0.24
H 1.7884 3.5368 6.2325 0.12 0.05 -0.10
O 3.4326 3.7619 5.2295 0.23 -0.13 -0.52
H 3.6424 4.5283 4.6748 -0.20 -0.13 0.28
H 3.6118 3.0018 4.6558 -0.02 0.15 0.26
O 4.3661 0.3854 0.1845 0.29 0.25 -0.15
H 5.1099 -0.2192 0.0420 -0.22 0.05 0.08
H 4.7857 1.2061 0.4834 -0.09 -0.26 0.04
O -4.3602 5.2088 -3.2179 0.14 0.33 0.51
H -4.9443 5.5815 -2.5404 0.05 -0.17 -0.33
H -3.5499 5.7349 -3.1434 -0.11 -0.16 -0.17
O 1.4631 -1.9913 -4.1336 -0.04 0.13 0.60
H 2.1910 -1.5000 -3.7239 -0.20 -0.05 -0.27
H 1.2619 -2.6894 -3.4923 -0.02 0.25 -0.45
O 4.0241 1.5174 -2.8858 0.37 0.09 0.29
H 4.8254 1.9417 -3.2278 -0.31 -0.13 -0.03
H 4.2801 1.2112 -2.0028 -0.14 -0.04 -0.15
O -6.3849 -3.3146 -1.3254 0.08 0.03 0.52
H -5.6571 -2.8232 -0.9157 -0.15 0.00 -0.04
H -6.5861 -4.0126 -0.6842 0.01 0.12 -0.28
O -1.5180 -1.2945 -1.5463 0.44 0.09 -0.24
H -0.9885 -2.1043 -1.4906 -0.24 0.33 0.01
H -1.0812 -0.7766 -2.2391 -0.17 -0.22 0.05
O 4.7191 -6.7589 -4.0307 -0.15 0.12 0.25
H 4.4516 -5.8314 -3.9462 0.05 -0.30 0.08
H 4.1467 -7.2256 -3.4033 0.17 0.12 -0.29
O 1.0055 6.1258 5.1504 0.38 0.15 0.16
H 1.7333 6.6171 5.5601 -0.35 -0.05 -0.15
H 0.8042 5.4277 5.7917 -0.08 -0.13 -0.11
O -8.5884 -1.4660 0.2548 0.26 0.28 -0.22
H -7.8132 -1.9235 -0.1042 -0.23 0.00 -0.10
H -8.7001 -0.7010 -0.3294 -0.02 -0.32 0.21
```
Positions in Å, forces in eV/Å.

Summary:
Charge = +1
Strongest force on any atom = 5.52 eV/A
HOMO = -12.237 eV
Calculated total energy = -64658.862 eV
Relative energy (zero: lowest compared OMol25 entry of this formula, charge and spin) = 431.4 kcal/mol
Gap between HOMO and LUMO = 6.5 eV



Among the records above, which one has the highest gap between HOMO and LUMO? C13H40F6N14O12PS